(1)
A structure of composition C18H19LuN4O17P2 in a non-equilibrium geometry, computed with the ωB97M-V functional and the def2-TZVPD basis.

Its max |F| is 0.02477 Eh/bohr. For the energy relative to the best compared isomer or geometry (same formula, charge and spin), the calculation gives 9.80 kJ/mol. The value obtained for the total energy is -4114.32614 a.u. Its HOMO energy is -3.575 eV.

```
! RIJCOSX wB97M-V def2-TZVPD def2/J DEFGRID3
* xyz -2 1
Lu -0.10 -0.15 -0.40
O 1.91 5.83 1.23
C 1.30 4.63 0.96
C 1.07 3.69 1.95
C 0.50 2.49 1.58
N 0.11 2.25 0.34
C 0.37 3.14 -0.62
C 0.97 4.35 -0.35
C 0.05 2.68 -2.04
O 0.23 3.49 -2.95
O -0.37 1.48 -2.12
C 0.45 1.31 2.52
O 0.48 1.51 3.74
O 0.46 0.18 1.92
H 2.20 5.81 2.15
H 1.37 3.83 2.98
H 1.18 5.03 -1.16
O -1.12 -1.85 1.20
C -2.26 -2.12 1.52
C -3.45 -1.36 1.20
C -4.67 -1.85 1.64
C -5.84 -1.18 1.36
C -5.81 0.03 0.63
C -4.63 0.54 0.19
C -3.38 -0.12 0.47
O -2.29 0.38 0.10
N -7.09 -1.71 1.84
O -7.10 -2.78 2.43
O -8.13 -1.13 1.53
H -2.43 -3.02 2.14
H -4.71 -2.77 2.20
H -6.75 0.53 0.42
H -4.58 1.45 -0.38
N 1.13 -0.67 -3.50
C 0.03 -1.43 -4.11
C -1.09 -1.81 -3.15
O -1.96 -2.55 -3.60
O -1.03 -1.32 -1.97
H 1.72 -0.27 -4.22
H 0.71 0.15 -3.03
H 0.41 -2.36 -4.54
H -0.45 -0.87 -4.92
N 2.59 -1.42 1.88
C 3.40 -1.35 0.59
C 4.84 -1.75 0.88
P 3.25 0.40 0.06
O 4.46 0.54 -0.99
O 3.49 1.23 1.26
O 1.97 0.51 -0.75
P 2.52 -2.50 -0.57
O 2.92 -1.99 -2.01
O 3.00 -3.87 -0.28
O 1.07 -2.13 -0.25
H 2.57 -0.51 2.35
H 2.97 -2.14 2.49
H 1.61 -1.64 1.68
H 5.30 -1.07 1.61
H 5.43 -1.71 -0.03
H 4.86 -2.78 1.25
H 4.16 0.20 -1.84
H 2.18 -1.49 -2.51
*
```



(2)
A structure of composition C18H19MnN4O2SSi, computed with the ωB97M-V functional and the def2-TZVPD basis.

Its max |F| is 0.00439 Eh/bohr. The value obtained for the total energy is -2905.31795 a.u. Its HOMO energy (spin up / spin down) is -11.321 / -11.391 eV. The expectation value of S² is 3.97.

```
! RIJCOSX wB97M-V def2-TZVPD def2/J DEFGRID3
* xyz 1 4
Mn -0.19 -0.47 -1.70
N -4.15 -1.50 -1.73
C -4.44 -0.15 -1.79
C -3.24 0.49 -1.83
N -2.24 -0.45 -1.84
C -2.82 -1.64 -1.77
C -1.93 -2.79 -1.72
N -0.64 -2.51 -1.74
C 0.03 -3.70 -1.66
C -0.89 -4.71 -1.58
N -2.13 -4.11 -1.62
H -4.83 -2.24 -1.69
H -5.45 0.22 -1.78
H -3.03 1.54 -1.86
H 1.10 -3.74 -1.66
H -0.77 -5.77 -1.51
H -3.01 -4.60 -1.58
O 3.71 -0.73 -1.89
C 2.68 -0.13 -1.83
O 1.52 -0.79 -2.00
C 2.62 1.35 -1.63
C 3.82 1.95 -1.25
C 3.91 3.31 -1.05
C 2.79 4.11 -1.22
C 1.59 3.53 -1.59
C 1.49 2.16 -1.80
S -0.10 1.60 -2.30
H 4.69 1.31 -1.13
H 4.86 3.75 -0.76
H 2.85 5.18 -1.06
H 0.71 4.15 -1.71
C -0.42 -1.26 4.01
Si 0.09 0.33 3.18
C 1.87 0.77 3.52
C -1.07 1.73 3.61
C -0.06 0.06 1.34
C -0.15 -0.14 0.15
H -0.35 -1.17 5.10
H 0.23 -2.08 3.71
H -1.45 -1.53 3.77
H 2.03 0.95 4.58
H 2.16 1.67 2.98
H 2.54 -0.04 3.21
H -1.03 1.96 4.68
H -2.11 1.48 3.37
H -0.81 2.64 3.07
*
```



(3)
A cluster of 2 separate species, C18H19N2O in total in a non-equilibrium geometry, computed with the ωB97M-V functional and the def2-TZVPD basis.

Its max |F| is 0.08079 Eh/bohr. For the energy relative to the best compared isomer or geometry (same formula, charge and spin), the calculation gives 133.55 kJ/mol. The value obtained for the total energy is -881.79481 a.u. Its HOMO energy is -11.223 eV.

```
! RIJCOSX wB97M-V def2-TZVPD def2/J DEFGRID3
* xyz 1 1
C 1.64 -2.95 -2.65
O 2.14 -2.63 -1.37
C 2.49 -1.33 -1.24
C 3.01 -0.82 -0.04
C 3.47 0.50 0.09
C 3.98 0.95 1.29
C 4.04 0.11 2.40
C 4.57 0.61 3.70
C 3.58 -1.21 2.28
C 3.09 -1.67 1.08
H 1.29 -3.98 -2.63
H 0.80 -2.30 -2.90
H 2.43 -2.86 -3.40
H 2.35 -0.66 -2.08
H 3.44 1.16 -0.77
H 4.34 1.95 1.38
H 4.52 -0.15 4.47
H 5.61 0.92 3.59
H 3.99 1.48 4.04
H 3.63 -1.86 3.13
H 2.73 -2.68 0.98
C -6.17 1.19 0.75
C -5.01 1.29 1.50
C -3.78 1.14 0.90
C -3.69 0.90 -0.46
N -2.40 0.75 -1.09
C -1.25 0.19 -0.56
N -0.26 0.24 -1.41
C -0.74 0.83 -2.53
C -2.06 1.16 -2.36
C -4.85 0.81 -1.21
C -6.08 0.95 -0.61
H -7.13 1.30 1.22
H -5.08 1.48 2.56
H -2.87 1.22 1.48
H -1.17 -0.22 0.43
H -0.14 1.03 -3.40
H -2.70 1.65 -3.07
H -4.77 0.63 -2.27
H -6.98 0.87 -1.20
*
```



(4)
A cluster of 2 separate species, C18H19N2O5 in total in a non-equilibrium geometry, computed with the ωB97M-V functional and the def2-TZVPD basis.

Its max |F| is 0.03774 Eh/bohr. For the energy relative to the best compared isomer or geometry (same formula, charge and spin), the calculation gives 327.68 kJ/mol. The value obtained for the total energy is -1182.99201 a.u. Its HOMO energy is -3.443 eV.

```
! RIJCOSX wB97M-V def2-TZVPD def2/J DEFGRID3
* xyz -1 1
C 4.44 0.01 0.33
C 4.17 -0.83 -0.91
C 4.63 -0.10 -2.16
C 4.96 -2.12 -0.83
O 2.77 -1.25 -0.99
C 1.84 -0.28 -1.14
N 0.61 -0.91 -1.35
C -0.39 -0.18 -1.63
C -1.76 -0.72 -1.76
C -2.65 -0.11 -2.66
C -3.94 -0.61 -2.83
C -4.35 -1.71 -2.07
C -3.47 -2.33 -1.17
C -2.16 -1.85 -1.04
O 2.07 0.92 -1.09
H 4.18 -0.56 1.24
H 5.50 0.26 0.38
H 3.86 0.94 0.32
H 4.46 -0.72 -3.05
H 4.14 0.87 -2.29
H 5.72 0.09 -2.09
H 4.77 -2.74 -1.72
H 6.04 -1.92 -0.79
H 4.69 -2.70 0.06
H -0.30 0.88 -1.90
H -2.29 0.75 -3.23
H -4.61 -0.12 -3.53
H -5.37 -2.08 -2.17
H -3.80 -3.18 -0.57
H -1.45 -2.33 -0.36
O -3.87 3.24 0.66
N -3.90 3.10 1.89
O -4.78 3.63 2.61
C -2.90 2.28 2.54
C -2.96 2.12 3.93
C -1.98 1.34 4.56
C -0.99 0.71 3.83
C -0.95 0.75 2.36
O -0.18 0.05 1.65
C -1.92 1.66 1.78
H -3.74 2.62 4.49
H -2.01 1.22 5.64
H -0.22 0.11 4.31
H -1.91 1.81 0.71
*
```



(5)
A structure of composition C18H19N3O3S in a non-equilibrium geometry, computed with the ωB97M-V functional and the def2-TZVPD basis.

Its max |F| is 0.27324 Eh/bohr. For the energy relative to the best compared isomer or geometry (same formula, charge and spin), the calculation gives 1414.97 kJ/mol. The value obtained for the total energy is -1485.04836 a.u. Its HOMO energy is -8.977 eV.

```
! RIJCOSX wB97M-V def2-TZVPD def2/J DEFGRID3
* xyz 0 1
C -2.70 0.94 2.42
C -2.03 0.80 0.97
N -2.52 -0.06 0.04
C -1.88 -0.03 -1.01
C -0.67 0.84 -1.30
C -0.18 1.45 -0.11
N -0.93 1.52 1.12
S 1.50 2.30 -0.33
C 1.53 2.97 1.40
H 2.33 3.50 1.46
H 0.74 3.46 1.55
C 1.53 1.87 2.52
O 0.63 2.22 3.45
N 2.16 0.69 2.28
C 2.27 -0.25 3.13
H 1.34 -0.26 4.05
C 1.92 -1.57 2.45
C 0.74 -1.74 1.64
H 0.26 -2.69 1.69
C 1.31 -1.99 0.21
H 1.48 -0.85 -0.38
H 0.77 -2.69 -0.32
C 2.79 -2.54 0.39
H 2.69 -3.63 0.68
H 3.70 -2.19 -0.59
O 3.16 -1.80 1.47
H 0.06 -0.72 1.69
H 2.20 -2.60 3.08
H 3.12 -0.35 3.85
H 2.60 0.69 1.46
O -0.06 0.28 -2.51
C -0.97 -0.42 -3.06
C -0.96 -1.13 -4.30
C -2.02 -1.82 -4.64
C -3.06 -2.18 -3.78
C -3.04 -1.87 -2.60
C -2.03 -0.73 -2.27
H -4.09 -2.07 -1.74
H -3.78 -2.95 -4.14
H -1.85 -2.51 -5.51
H -0.31 -0.90 -4.89
H -3.39 1.64 2.57
H -3.11 0.13 2.80
H -1.96 1.41 3.23
*
```



(6)
The molecule C18H19N3O4, computed with the ωB97M-V functional and the def2-TZVPD basis.

Its max |F| is 0.01078 Eh/bohr. For the energy relative to the best compared isomer or geometry (same formula, charge and spin), the calculation gives 0.00 kJ/mol. As for the SMILES: CNC(=O)c1ccccc1NC(=O)c1c(O)c2c([nH]c1=O)CCCC2. The value obtained for the total energy is -1162.66045 a.u. Its HOMO energy is -8.205 eV.

```
! RIJCOSX wB97M-V def2-TZVPD def2/J DEFGRID3
* xyz 0 1
C 4.12 3.42 1.50
N 4.23 2.04 1.09
C 3.36 1.48 0.21
O 2.43 2.10 -0.27
C 3.63 0.04 -0.09
C 4.94 -0.44 -0.15
C 5.20 -1.77 -0.39
C 4.15 -2.65 -0.57
C 2.85 -2.20 -0.55
C 2.57 -0.85 -0.32
N 1.26 -0.37 -0.36
C 0.17 -1.05 0.05
O 0.25 -2.17 0.60
C -1.13 -0.39 -0.13
C -2.27 -0.98 0.41
C -3.55 -0.37 0.27
C -3.64 0.80 -0.41
N -2.53 1.35 -0.96
C -1.24 0.83 -0.89
O -0.35 1.44 -1.46
H -2.61 2.22 -1.48
C -4.94 1.53 -0.62
C -6.02 1.04 0.34
C -6.05 -0.49 0.33
C -4.75 -1.04 0.89
H -4.71 -0.88 1.97
H -4.67 -2.11 0.73
H -6.18 -0.84 -0.70
H -6.89 -0.85 0.92
H -5.79 1.38 1.35
H -6.98 1.44 0.04
H -5.26 1.37 -1.66
H -4.77 2.60 -0.50
O -2.22 -2.12 1.08
H -1.26 -2.43 1.06
H 1.13 0.60 -0.68
H 2.03 -2.88 -0.71
H 4.35 -3.70 -0.75
H 6.22 -2.12 -0.43
H 5.77 0.25 -0.03
H 4.94 1.47 1.52
H 3.29 3.85 0.95
H 5.04 3.96 1.26
H 3.93 3.49 2.57
*
```



(7)
The molecule C18H19N5O in a non-equilibrium geometry, computed with the ωB97M-V functional and the def2-TZVPD basis.

Its max |F| is 0.06825 Eh/bohr. For the energy relative to the best compared isomer or geometry (same formula, charge and spin), the calculation gives 96.56 kJ/mol. As for the SMILES: CN1C(=O)N(c2cccc3ccccc23)[C@H](n2cncn2)C1(C)C. The value obtained for the total energy is -1046.36210 a.u. Its HOMO energy is -8.051 eV.

```
! RIJCOSX wB97M-V def2-TZVPD def2/J DEFGRID3
* xyz 0 1
O -0.88 -1.72 1.74
N -0.09 0.11 -3.52
N -1.76 -1.39 -3.81
C -0.23 -1.42 0.74
C -0.92 -0.45 -4.37
C -1.42 -1.44 -2.57
C -0.26 2.99 4.02
C -2.64 2.68 -0.19
C 0.49 1.87 3.71
C -2.03 1.49 -0.49
C -1.18 3.50 3.07
C -2.34 3.40 0.94
C 0.28 1.23 2.47
C -1.04 0.95 0.38
C -1.41 2.85 1.84
C -0.74 1.66 1.57
N -0.43 -0.51 -2.35
N -0.41 -0.28 -0.02
N 0.68 -2.26 0.15
C 1.27 -3.40 0.87
C 1.72 -2.35 -2.16
C 2.70 -0.93 -0.29
C 0.44 -0.37 -1.18
C 1.40 -1.52 -0.90
H -0.94 -0.20 -5.43
H -1.83 -2.08 -1.79
H -0.11 3.59 4.90
H -3.37 3.07 -0.89
H 1.28 1.46 4.34
H -2.30 0.89 -1.39
H -1.76 4.41 3.28
H -2.83 4.37 1.13
H 0.93 0.39 2.21
H 0.53 -3.86 1.53
H 1.53 -4.15 0.13
H 2.16 -3.13 1.45
H 2.08 -1.69 -2.92
H 2.52 -3.13 -1.95
H 0.82 -2.89 -2.51
H 2.50 -0.42 0.67
H 3.45 -1.70 -0.11
H 3.15 -0.20 -0.99
H 1.03 0.56 -1.32
*
```



(8)
The molecule C18H19NO3S, computed with the ωB97M-V functional and the def2-TZVPD basis.

Its max |F| is 0.01488 Eh/bohr. For the energy relative to the best compared isomer or geometry (same formula, charge and spin), the calculation gives 11.17 kJ/mol. As for the SMILES: O=C(COC(=O)CCSc1ccccc1)NCc1ccccc1. The value obtained for the total energy is -1376.01445 a.u. Its HOMO energy is -8.717 eV.

```
! RIJCOSX wB97M-V def2-TZVPD def2/J DEFGRID3
* xyz 0 1
O 0.83 1.82 1.90
C 0.82 1.02 0.99
N 0.54 -0.29 1.14
H 0.61 -0.89 0.34
C 0.28 -0.89 2.43
C 1.41 -1.80 2.84
C 2.66 -1.25 3.10
C 3.72 -2.06 3.45
C 3.55 -3.43 3.55
C 2.30 -3.98 3.30
C 1.24 -3.17 2.94
H 0.27 -3.61 2.74
H 2.16 -5.05 3.37
H 4.37 -4.06 3.83
H 4.69 -1.62 3.66
H 2.79 -0.18 3.03
H 0.17 -0.07 3.14
H -0.66 -1.45 2.38
C 1.14 1.43 -0.44
H 2.22 1.64 -0.51
H 0.60 2.36 -0.68
O 0.79 0.42 -1.37
C 0.52 0.81 -2.63
O 0.61 1.95 -3.00
C 0.14 -0.36 -3.50
H 0.99 -1.04 -3.54
C -1.07 -1.13 -2.95
H -0.92 -1.41 -1.91
H -1.25 -2.02 -3.56
S -2.61 -0.16 -3.08
C -2.42 0.92 -1.67
C -2.43 0.39 -0.38
C -2.30 1.24 0.70
C -2.16 2.60 0.51
C -2.16 3.13 -0.77
C -2.29 2.29 -1.87
H -2.29 2.68 -2.87
H -2.05 4.19 -0.93
H -2.04 3.26 1.36
H -2.31 0.84 1.70
H -2.56 -0.67 -0.24
H -0.08 0.01 -4.50
*
```